1.
This record from the OMol25 dataset describes a cluster of 2 separate species, C4H11N3O2 in total in a non-equilibrium geometry. The level of theory is ωB97M-V with the def2-TZVPD basis set.

**Lowest unoccupied orbital energy**: 0.8 eV
**Gap between HOMO and LUMO**: 9.5 eV
**DFT total energy**: -473.75209 Ha
**ΔE to the lowest compared entry with this formula, charge and spin**: 1.379 eV
**SMILES**: [H]/N=C(/N)NC.CC(=O)O

Geometry as ORCA input:
```
! RIJCOSX wB97M-V def2-TZVPD def2/J DEFGRID3
* xyz 0 1
H 2.21 -0.23 -0.49
N 1.45 -0.13 -1.17
C 0.40 -0.83 -0.99
N -0.88 -0.57 -1.58
N 0.38 -1.70 0.12
C -0.83 -2.39 0.53
H -0.97 -1.26 -2.32
H -0.75 0.39 -1.89
H 1.24 -1.83 0.62
H -1.65 -1.67 0.43
H -0.87 -2.68 1.59
H -0.87 -3.33 -0.03
C -0.45 1.95 1.40
C 0.74 2.14 0.49
O 1.89 1.84 0.64
O 0.23 2.44 -0.75
H -1.32 2.43 0.95
H -0.09 2.39 2.33
H -0.75 0.92 1.53
H 0.87 2.11 -1.41
*
```

Atomic partial charges in e from the Mulliken method, atoms 1 to 2: 0.18 -0.76



2.
This record from the OMol25 dataset describes a cluster of 9 separate species, C27H68O27S7 in total in a non-equilibrium geometry. The level of theory is ωB97M-V with the def2-TZVPD basis set.

**Lowest unoccupied orbital energy**: -0.2 eV
**Gap between HOMO and LUMO**: 10.6 eV
**DFT total energy**: -5888.28218 Ha
**ΔE to the lowest compared entry with this formula, charge and spin**: 0.000 eV
**SMILES**: CCOS(C)(=O)=O.CCOS(C)(=O)=O.CCOS(C)(=O)=O.CCOS(C)(=O)=O.CCOS(C)(=O)=O.CCOS(C)(=O)=O.CCOS(C)(=O)=O.COC(=O)OC.COC(=O)OC

Geometry as ORCA input:
```
! RIJCOSX wB97M-V def2-TZVPD def2/J DEFGRID3
* xyz 0 1
C -6.99 1.55 -2.33
C -6.10 0.44 -2.80
O -4.77 0.65 -2.27
S -3.99 -0.62 -1.79
C -4.86 -1.10 -0.34
O -4.18 -1.62 -2.79
O -2.69 -0.17 -1.42
H -7.90 1.57 -2.92
H -6.41 2.47 -2.38
H -7.14 1.45 -1.25
H -6.51 -0.53 -2.52
H -5.99 0.38 -3.89
H -4.22 -1.81 0.18
H -5.77 -1.62 -0.65
H -5.06 -0.22 0.25
C -0.97 4.15 5.04
C -1.10 2.68 4.68
O -2.27 2.53 3.81
S -2.61 1.08 3.31
C -3.26 0.42 4.84
O -3.62 1.22 2.33
O -1.37 0.45 2.97
H 0.05 4.38 5.35
H -1.57 4.40 5.93
H -1.33 4.81 4.25
H -0.23 2.38 4.09
H -1.17 2.06 5.57
H -3.68 1.29 5.34
H -2.43 0.01 5.40
H -4.06 -0.29 4.65
C 4.41 -3.14 0.69
C 4.39 -3.52 -0.78
O 5.35 -4.59 -1.00
S 4.99 -5.75 -2.00
C 4.02 -6.81 -0.96
O 4.13 -5.21 -3.01
O 6.19 -6.40 -2.35
H 3.45 -2.69 0.92
H 5.21 -2.45 0.96
H 4.43 -4.08 1.24
H 3.39 -3.86 -1.03
H 4.65 -2.67 -1.42
H 4.01 -7.80 -1.41
H 3.00 -6.43 -0.97
H 4.45 -6.79 0.03
C -1.27 4.70 -3.06
C -1.84 4.27 -4.38
O -1.59 2.86 -4.54
S -1.77 2.26 -5.99
C -1.82 0.58 -5.54
O -3.03 2.66 -6.50
O -0.57 2.55 -6.70
H -1.51 5.74 -2.86
H -0.19 4.55 -3.03
H -1.74 4.09 -2.28
H -2.91 4.49 -4.45
H -1.31 4.78 -5.19
H -2.10 0.01 -6.42
H -2.53 0.41 -4.73
H -0.84 0.23 -5.22
C 2.74 2.58 1.75
C 1.25 2.46 1.68
O 0.64 3.74 1.91
S -0.09 4.50 0.74
C -1.69 3.75 0.74
O -0.19 5.85 1.18
O 0.54 4.18 -0.50
H 3.24 1.61 1.76
H 3.09 3.09 2.66
H 3.13 3.13 0.89
H 0.97 2.13 0.68
H 0.82 1.72 2.36
H -2.16 3.82 1.71
H -1.52 2.71 0.45
H -2.28 4.28 -0.01
C 0.57 1.44 -2.30
C 0.84 0.00 -1.94
O 1.32 -0.02 -0.58
S 1.06 -1.27 0.35
C -0.71 -1.29 0.51
O 1.39 -2.45 -0.35
O 1.65 -0.93 1.60
H 1.45 1.99 -1.94
H -0.23 1.90 -1.72
H 0.46 1.66 -3.35
H 0.04 -0.71 -2.17
H 1.63 -0.39 -2.59
H -1.09 -1.61 -0.45
H -1.04 -0.30 0.79
H -0.89 -2.06 1.26
C 4.87 -0.05 3.68
C 3.65 0.40 4.46
O 3.31 -0.67 5.34
S 1.98 -0.56 6.19
C 0.75 -0.73 4.92
O 1.96 -1.71 7.02
O 1.92 0.74 6.74
H 5.27 0.64 2.95
H 4.57 -0.95 3.13
H 5.63 -0.39 4.39
H 3.84 1.30 5.06
H 2.84 0.68 3.77
H -0.16 -0.22 5.19
H 0.63 -1.81 4.89
H 1.14 -0.33 4.00
C -1.92 -5.06 -0.17
O -1.63 -4.38 1.05
C -2.68 -3.90 1.69
O -3.83 -3.97 1.35
O -2.23 -3.28 2.78
C -3.24 -2.90 3.69
H -1.03 -5.64 -0.40
H -2.12 -4.37 -0.98
H -2.72 -5.78 -0.04
H -3.87 -3.74 3.96
H -3.91 -2.13 3.29
H -2.84 -2.43 4.58
C 5.47 -1.36 -3.97
O 4.15 -1.13 -4.39
C 3.87 0.13 -4.72
O 4.62 1.06 -4.60
O 2.64 0.16 -5.20
C 2.06 1.45 -5.43
H 5.77 -0.70 -3.16
H 6.18 -1.24 -4.79
H 5.53 -2.37 -3.57
H 0.99 1.33 -5.49
H 2.45 1.84 -6.37
H 2.34 2.16 -4.66
*
```

Atomic partial charges in e from the Mulliken method, atoms 1 to 2: -1.20 -0.40



- Which formula does entry 1 have?
  C4H11N3O2